{"formula": "C40H63AsBF4N2OP3S2SiTa", "method": "ωB97M-V/def2-TZVPD", "charge": 1, "homo_lumo_gap_ev": 5.78, "lumo_energy_ev": -4.61, "e_homo_ev": -10.39, "symbols": ["Ta", "C", "C", "C", "P", "C", "C", "C", "C", "C", "C", "C", "C", "C", "Si", "C", "C", "C", "C", "C", "C", "P", "C", "C", "C", "C", "C", "C", "C", "C", "C", "C", "C", "C", "P", "C", "C", "C", "C", "C", "C", "H", "H", "H", "H", "H", "H", "H", "H", "H", "H", "H", "H", "H", "H", "H", "H", "H", "H", "H", "H", "H", "H", "H", "H", "H", "H", "H", "H", "H", "H", "H", "H", "H", "H", "H", "H", "H", "H", "H", "H", "H", "H", "H", "H", "H", "H", "H", "H", "H", "H", "H", "H", "H", "H", "O", "S", "N", "S", "C", "N", "F", "B", "F", "F", "F", "C", "As", "C", "C", "H", "H", "H", "H", "H", "H", "H", "H", "H"], "coordinates": [[-0.660, 0.180, 0.214], [4.268, -2.733, -2.384], [3.348, -2.178, -3.473], [4.192, -1.801, -4.689], [2.147, -0.921, -2.782], [1.026, -0.594, -4.271], [1.382, 0.493, -5.285], [0.731, -1.915, -4.987], [3.104, 0.625, -2.510], [3.910, 1.217, -3.485], [4.565, 2.416, -3.247], [4.423, 3.049, -2.024], [3.648, 2.465, -1.035], [2.995, 1.248, -1.247], [2.135, 0.421, 0.217], [2.638, 1.416, 1.766], [3.993, 1.406, 2.121], [4.452, 1.963, 3.302], [3.544, 2.530, 4.182], [2.207, 2.587, 3.833], [1.752, 2.061, 2.620], [0.051, 2.352, 2.025], [-0.820, 2.832, 3.596], [-2.203, 3.463, 3.434], [-0.877, 1.641, 4.557], [0.386, 3.945, 1.084], [0.874, 5.061, 2.006], [-0.767, 4.473, 0.225], [3.123, -1.155, 0.538], [4.502, -1.154, 0.305], [5.301, -2.209, 0.717], [4.723, -3.313, 1.329], [3.349, -3.354, 1.514], [2.554, -2.270, 1.139], [0.746, -2.250, 1.329], [0.440, -2.376, 3.147], [0.768, -3.722, 3.787], [1.192, -1.234, 3.835], [0.326, -3.876, 0.535], [0.529, -3.737, -0.976], [-1.064, -4.441, 0.823], [4.811, -3.600, -2.767], [3.725, -3.041, -1.492], [5.006, -1.985, -2.091], [2.664, -2.981, -3.757], [4.997, -1.122, -4.406], [3.617, -1.346, -5.494], [4.656, -2.707, -5.086], [0.097, -0.283, -3.786], [2.238, 0.213, -5.899], [1.598, 1.454, -4.820], [0.534, 0.632, -5.963], [1.612, -2.288, -5.508], [-0.044, -1.768, -5.739], [0.388, -2.685, -4.291], [4.023, 0.750, -4.452], [5.178, 2.854, -4.024], [4.924, 3.991, -1.837], [3.567, 2.955, -0.072], [4.716, 0.941, 1.466], [5.509, 1.940, 3.537], [3.870, 2.943, 5.129], [1.524, 3.053, 4.529], [-0.175, 3.607, 4.008], [-2.930, 2.780, 3.024], [-2.181, 4.363, 2.819], [-2.558, 3.755, 4.425], [-1.543, 0.868, 4.175], [-1.272, 1.976, 5.519], [0.103, 1.199, 4.737], [1.200, 3.648, 0.415], [0.059, 5.451, 2.619], [1.238, 5.883, 1.385], [1.692, 4.755, 2.656], [-1.664, 4.658, 0.810], [-1.029, 3.792, -0.573], [-0.459, 5.418, -0.228], [4.959, -0.323, -0.224], [6.369, -2.180, 0.542], [5.335, -4.149, 1.646], [2.905, -4.238, 1.955], [-0.635, -2.191, 3.246], [1.843, -3.903, 3.802], [0.276, -4.560, 3.294], [0.427, -3.702, 4.824], [2.271, -1.390, 3.777], [0.912, -1.180, 4.889], [0.971, -0.270, 3.375], [1.072, -4.567, 0.930], [-0.196, -3.032, -1.390], [0.384, -4.704, -1.464], [1.525, -3.375, -1.221], [-1.825, -3.927, 0.239], [-1.347, -4.380, 1.874], [-1.083, -5.494, 0.533], [0.878, 3.326, -2.381], [-0.038, 2.215, -2.429], [-0.218, 1.468, -1.133], [-3.731, -2.644, 2.312], [-2.602, -1.937, 1.479], [-1.737, -1.400, 0.853], [-3.526, 0.373, 0.107], [-3.265, 1.346, 1.079], [-2.335, 2.241, 0.442], [-2.416, 0.734, 2.076], [-4.361, 1.944, 1.591], [-2.446, -1.327, -4.184], [-2.305, -0.768, -2.307], [-3.184, 0.958, -2.645], [-3.809, -1.865, -1.717], [-3.504, -1.254, -4.431], [-2.113, -2.354, -4.314], [-1.876, -0.669, -4.834], [-4.260, 0.797, -2.681], [-2.976, 1.689, -1.871], [-2.854, 1.343, -3.610], [-3.632, -2.890, -2.041], [-4.717, -1.493, -2.187], [-3.933, -1.846, -0.641]], "forces_ev_per_angstrom": [[2.320, 0.033, 1.912], [-0.036, 0.027, -0.154], [-0.010, -0.010, 0.260], [-0.019, -0.046, -0.028], [0.002, 0.085, -0.234], [0.169, 0.038, 0.102], [-0.013, -0.064, 0.023], [-0.041, 0.028, 0.029], [-0.003, 0.062, 0.107], [-0.069, 0.039, -0.011], [0.012, -0.028, -0.036], [0.033, 0.044, -0.010], [-0.013, -0.098, 0.029], [-0.109, -0.017, -0.124], [-0.386, 0.105, 0.215], [0.147, -0.045, -0.152], [0.071, 0.001, 0.039], [-0.016, -0.022, -0.065], [-0.046, 0.000, 0.009], [0.010, 0.031, 0.131], [-0.110, 0.079, 0.203], [0.387, -0.273, -0.276], [-0.425, -0.357, -0.246], [0.131, 0.202, 0.074], [0.018, 0.064, 0.046], [-0.393, -0.123, -0.180], [0.060, -0.024, 0.038], [0.127, 0.103, 0.044], [0.152, 0.114, -0.149], [0.054, -0.004, 0.058], [-0.043, 0.049, 0.028], [-0.055, 0.003, -0.002], [0.028, -0.097, 0.042], [-0.138, -0.014, 0.006], [0.240, 0.201, -0.467], [-0.273, 0.272, -0.110], [0.043, -0.040, -0.046], [0.016, -0.102, -0.031], [-0.445, 0.289, -0.259], [0.056, -0.162, 0.072], [0.067, -0.113, 0.069], [-0.005, 0.027, -0.008], [-0.022, -0.012, 0.028], [-0.022, -0.042, -0.032], [0.026, -0.057, -0.011], [-0.018, -0.039, -0.018], [0.019, -0.002, 0.012], [0.018, 0.024, -0.016], [-0.055, 0.025, 0.037], [0.005, 0.041, 0.006], [0.027, 0.012, 0.005], [0.029, 0.008, 0.005], [-0.018, -0.017, -0.002], [-0.024, 0.007, 0.027], [0.014, -0.026, -0.034], [-0.057, 0.041, 0.007], [-0.004, 0.007, 0.021], [-0.028, -0.019, 0.002], [0.006, 0.022, -0.037], [0.007, 0.024, 0.023], [-0.021, -0.018, 0.012], [0.006, -0.011, -0.028], [0.061, -0.013, -0.041], [0.089, -0.005, -0.029], [-0.084, -0.031, 0.023], [0.003, -0.027, 0.011], [0.032, 0.021, -0.013], [0.014, 0.022, 0.026], [0.002, -0.002, -0.025], [-0.034, 0.044, 0.026], [0.033, -0.016, 0.004], [0.032, -0.009, -0.013], [-0.024, -0.010, 0.022], [-0.005, 0.022, 0.007], [0.005, 0.028, 0.000], [-0.088, 0.038, 0.019], [0.040, -0.038, 0.018], [-0.019, -0.038, 0.048], [-0.028, -0.010, -0.001], [-0.014, 0.021, -0.021], [0.043, 0.023, -0.013], [-0.009, -0.054, 0.029], [-0.031, 0.018, 0.018], [0.032, 0.018, 0.026], [0.011, -0.017, -0.013], [0.000, 0.021, 0.000], [-0.014, -0.017, -0.035], [0.008, -0.027, 0.031], [0.076, 0.045, 0.079], [-0.004, 0.013, -0.015], [-0.014, 0.015, 0.042], [0.045, 0.023, -0.044], [0.017, -0.042, -0.016], [-0.021, -0.015, -0.056], [0.019, 0.011, 0.005], [-0.213, 0.239, -0.069], [0.273, -0.358, 0.191], [0.088, 0.895, -1.285], [-0.084, -0.049, 0.091], [0.167, 0.250, -0.206], [-1.188, -0.934, 0.471], [-0.334, 0.184, 0.133], [-0.161, -0.070, -0.092], [-0.027, -0.295, -0.126], [-0.044, 0.008, -0.271], [0.193, -0.095, -0.103], [0.335, -0.152, 0.126], [-0.721, 0.201, 0.110], [-0.025, 0.044, 0.019], [0.144, -0.059, 0.104], [-0.013, 0.008, 0.006], [0.003, -0.005, -0.031], [0.022, 0.016, -0.011], [-0.003, -0.023, -0.022], [-0.001, -0.007, 0.016], [0.048, -0.031, -0.010], [0.008, -0.039, -0.015], [-0.008, 0.003, -0.052], [-0.012, 0.033, -0.029]], "lowdin_charge": [1.460, -0.113, -0.537, -0.105, 1.103, -0.558, -0.106, -0.132, -0.375, -0.090, -0.051, -0.054, -0.101, -0.330, 0.635, -0.297, -0.083, -0.048, -0.052, -0.101, -0.401, 1.089, -0.504, -0.073, -0.096, -0.484, -0.086, -0.112, -0.316, -0.133, -0.065, -0.052, -0.076, -0.379, 1.060, -0.509, -0.084, -0.103, -0.503, -0.119, -0.120, 0.092, 0.048, 0.072, 0.086, 0.074, 0.055, 0.090, 0.002, 0.070, 0.052, 0.086, 0.070, 0.076, 0.072, 0.085, 0.113, 0.114, 0.097, 0.090, 0.113, 0.114, 0.100, 0.085, 0.051, 0.071, 0.096, 0.076, 0.095, 0.047, 0.085, 0.084, 0.092, 0.066, 0.070, 0.012, 0.094, 0.110, 0.118, 0.114, 0.097, 0.088, 0.072, 0.069, 0.093, 0.090, 0.094, 0.030, 0.099, 0.038, 0.093, 0.031, 0.050, 0.046, 0.095, -0.406, 0.851, -0.627, 0.775, -0.968, -0.250, 0.071, -1.306, 0.016, 0.004, 0.224, -0.293, 1.067, -0.304, -0.285, 0.043, 0.028, 0.017, 0.044, -0.008, 0.026, 0.035, 0.041, -0.017]}

{"formula": "C40H64BNO2P2PbSi2", "method": "ωB97M-V/def2-TZVPD", "homo_lumo_gap_ev": 6.55, "lumo_energy_ev": 0.52, "e_homo_ev": -6.04, "symbols": ["Pb", "C", "C", "C", "P", "C", "C", "C", "C", "C", "C", "C", "C", "C", "N", "C", "C", "C", "C", "C", "C", "P", "C", "C", "C", "C", "C", "C", "H", "H", "H", "H", "H", "H", "H", "H", "H", "H", "H", "H", "H", "H", "H", "H", "H", "H", "H", "H", "H", "H", "H", "H", "H", "H", "H", "H", "H", "H", "H", "H", "H", "H", "H", "H", "C", "Si", "C", "C", "C", "C", "C", "C", "C", "Si", "C", "C", "H", "H", "H", "H", "H", "H", "H", "H", "H", "H", "H", "H", "H", "H", "H", "H", "C", "C", "C", "O", "B", "O", "C", "C", "C", "H", "H", "H", "H", "H", "H", "H", "H", "H", "H", "H", "H"], "coordinates": [[-0.199, 0.710, -0.412], [-4.044, -1.384, 0.610], [-4.087, -0.059, 1.383], [-4.900, -0.202, 2.662], [-2.347, 0.550, 1.635], [-2.573, 1.961, 2.806], [-1.244, 2.534, 3.289], [-3.367, 3.034, 2.045], [-1.559, -0.822, 2.529], [-1.648, -0.900, 3.925], [-1.055, -1.914, 4.653], [-0.318, -2.870, 3.955], [-0.205, -2.819, 2.580], [-0.849, -1.824, 1.794], [-0.731, -1.748, 0.421], [-0.285, -2.831, -0.305], [-0.707, -4.149, 0.010], [-0.195, -5.267, -0.609], [0.757, -5.144, -1.622], [1.094, -3.874, -2.042], [0.582, -2.713, -1.440], [0.796, -1.119, -2.289], [-0.406, -1.251, -3.702], [-0.609, -2.626, -4.332], [-0.121, -0.181, -4.760], [2.430, -0.862, -3.118], [3.541, -0.499, -2.138], [2.932, -1.895, -4.126], [-5.059, -1.698, 0.347], [-3.593, -2.173, 1.218], [-3.456, -1.301, -0.307], [-4.546, 0.686, 0.734], [-4.416, -0.883, 3.369], [-5.880, -0.623, 2.418], [-5.070, 0.755, 3.162], [-3.153, 1.642, 3.673], [-0.523, 2.641, 2.469], [-0.797, 1.903, 4.055], [-1.398, 3.527, 3.724], [-2.825, 3.347, 1.146], [-3.508, 3.914, 2.677], [-4.353, 2.683, 1.733], [-2.191, -0.125, 4.458], [-1.142, -1.949, 5.732], [0.192, -3.660, 4.496], [0.406, -3.559, 2.084], [-1.448, -4.263, 0.792], [-0.544, -6.248, -0.308], [1.187, -6.017, -2.097], [1.754, -3.771, -2.892], [-1.342, -0.989, -3.217], [0.276, -2.984, -4.864], [-1.423, -2.550, -5.062], [-0.888, -3.381, -3.597], [0.777, -0.419, -5.336], [-0.005, 0.813, -4.320], [-0.958, -0.130, -5.463], [2.184, 0.051, -3.667], [3.856, -1.371, -1.563], [3.240, 0.286, -1.438], [4.411, -0.134, -2.693], [3.349, -2.769, -3.626], [3.740, -1.446, -4.711], [2.164, -2.226, -4.823], [0.117, 4.622, -0.537], [1.023, 3.027, -0.963], [1.692, 3.230, -2.715], [2.547, 2.929, 0.158], [3.471, 3.981, 0.064], [4.648, 3.994, 0.796], [4.933, 2.936, 1.652], [4.029, 1.891, 1.770], [2.828, 1.861, 1.040], [1.729, 0.366, 1.424], [1.499, 0.340, 3.269], [2.639, -1.244, 1.103], [0.753, 5.488, -0.758], [-0.145, 4.655, 0.526], [-0.808, 4.727, -1.116], [2.136, 4.226, -2.847], [0.901, 3.110, -3.466], [2.470, 2.483, -2.917], [3.266, 4.813, -0.608], [5.342, 4.821, 0.698], [5.852, 2.928, 2.228], [4.268, 1.074, 2.450], [2.500, 0.369, 3.720], [1.014, -0.593, 3.565], [0.929, 1.174, 3.669], [2.583, -1.848, 2.016], [3.690, -1.053, 0.874], [2.207, -1.839, 0.296], [-5.523, 1.556, -1.937], [-4.111, 2.074, -2.125], [-4.054, 3.568, -1.850], [-3.267, 1.437, -1.129], [-2.085, 1.072, -1.719], [-2.090, 1.294, -3.072], [-3.437, 1.659, -3.480], [-3.329, 2.770, -4.506], [-4.049, 0.416, -4.111], [-5.919, 1.918, -0.985], [-5.552, 0.465, -1.926], [-6.175, 1.920, -2.736], [-4.415, 3.750, -0.835], [-4.677, 4.129, -2.549], [-3.027, 3.939, -1.912], [-2.766, 3.619, -4.120], [-4.323, 3.112, -4.809], [-2.813, 2.391, -5.390], [-4.074, -0.415, -3.399], [-3.430, 0.115, -4.961], [-5.063, 0.604, -4.470]], "forces_ev_per_angstrom": [[-0.006, 0.165, -0.153], [-0.005, 0.068, -0.005], [0.092, -0.174, -0.154], [-0.087, -0.078, 0.022], [0.101, -0.118, 0.110], [-0.118, 0.060, -0.089], [-0.002, 0.062, 0.012], [0.020, -0.020, 0.002], [-0.070, -0.032, 0.148], [0.004, 0.024, -0.121], [0.013, -0.007, -0.039], [-0.006, 0.027, -0.029], [-0.005, 0.079, 0.041], [0.033, -0.073, -0.165], [-0.009, -0.300, 0.045], [0.022, 0.133, 0.184], [0.049, -0.029, -0.012], [-0.020, 0.032, -0.011], [-0.016, 0.036, 0.031], [-0.050, 0.036, 0.008], [-0.059, -0.053, -0.021], [-0.125, -0.166, 0.162], [0.142, 0.095, -0.067], [-0.033, -0.054, -0.098], [-0.007, 0.004, -0.052], [0.084, 0.007, 0.120], [0.017, 0.015, 0.058], [0.050, 0.003, -0.047], [0.023, 0.027, 0.029], [-0.014, 0.031, -0.025], [-0.019, 0.002, 0.070], [-0.032, 0.033, 0.024], [-0.005, 0.039, -0.039], [0.022, 0.016, 0.048], [0.016, -0.047, -0.017], [-0.046, 0.028, 0.070], [-0.071, -0.005, 0.037], [-0.024, 0.007, -0.032], [-0.001, -0.060, -0.023], [-0.021, -0.030, 0.063], [-0.003, -0.005, 0.008], [0.053, 0.004, 0.022], [-0.001, -0.057, -0.031], [0.008, -0.001, -0.046], [-0.011, 0.027, -0.030], [-0.009, -0.001, 0.006], [0.033, -0.005, -0.018], [0.010, 0.029, 0.003], [-0.023, 0.028, 0.001], [-0.028, -0.011, 0.034], [-0.197, 0.055, 0.072], [-0.090, 0.015, 0.041], [0.061, -0.025, 0.022], [0.008, 0.062, -0.038], [-0.063, -0.013, 0.007], [0.011, -0.096, -0.025], [0.047, 0.006, 0.047], [0.021, 0.037, -0.057], [-0.006, -0.005, 0.040], [-0.004, -0.037, -0.014], [-0.043, -0.022, 0.040], [-0.003, 0.034, -0.005], [-0.018, -0.023, 0.006], [0.043, 0.021, 0.035], [-0.114, 0.123, 0.070], [0.171, 0.036, -0.102], [0.024, 0.016, -0.198], [0.151, -0.015, 0.158], [0.041, -0.051, 0.024], [-0.042, -0.050, 0.012], [-0.061, 0.002, -0.039], [-0.003, 0.023, -0.055], [0.118, 0.165, -0.087], [-0.070, -0.071, -0.247], [-0.195, 0.073, 0.301], [0.054, -0.166, -0.085], [-0.080, -0.058, 0.048], [0.002, 0.011, -0.102], [0.097, 0.006, 0.045], [-0.017, -0.130, -0.029], [0.102, 0.039, 0.092], [-0.099, 0.087, 0.003], [0.022, -0.066, 0.057], [-0.018, -0.032, 0.007], [-0.042, 0.003, -0.028], [-0.018, 0.100, -0.086], [-0.097, -0.034, -0.083], [0.079, 0.122, 0.030], [0.135, -0.031, -0.008], [0.008, 0.063, -0.119], [-0.026, -0.029, 0.004], [0.084, 0.025, 0.016], [-0.131, -0.004, -0.028], [0.092, -0.052, -0.040], [0.066, 0.078, 0.066], [0.098, -0.092, -0.210], [-0.031, 0.158, 0.178], [0.042, 0.039, 0.168], [0.014, -0.032, 0.116], [-0.012, 0.042, -0.064], [0.029, -0.123, 0.004], [0.021, -0.026, -0.051], [0.005, 0.086, -0.016], [0.017, -0.023, 0.063], [0.018, 0.002, -0.065], [0.029, -0.024, 0.042], [-0.081, -0.025, -0.016], [-0.039, -0.051, -0.025], [0.063, -0.017, 0.008], [-0.036, 0.025, 0.037], [-0.015, 0.076, -0.060], [-0.063, 0.016, 0.067], [0.069, -0.018, 0.019]], "lowdin_charge": [0.934, -0.106, -0.524, -0.104, 1.038, -0.548, -0.113, -0.116, -0.322, -0.125, -0.111, -0.097, -0.059, -0.349, -0.057, -0.310, -0.050, -0.085, -0.103, -0.126, -0.313, 1.038, -0.515, -0.092, -0.109, -0.531, -0.110, -0.105, 0.079, 0.076, 0.063, 0.070, 0.075, 0.080, 0.065, 0.089, 0.064, 0.054, 0.084, 0.069, 0.081, 0.065, 0.096, 0.096, 0.103, 0.106, 0.112, 0.103, 0.096, 0.079, 0.073, 0.066, 0.082, 0.072, 0.074, 0.064, 0.077, 0.081, 0.075, 0.055, 0.087, 0.072, 0.085, 0.053, -0.218, 0.451, -0.220, -0.315, -0.107, -0.087, -0.087, -0.113, -0.311, 0.510, -0.180, -0.190, 0.027, 0.021, 0.010, 0.027, 0.017, 0.018, 0.095, 0.100, 0.101, 0.096, 0.042, 0.014, 0.006, 0.038, 0.032, 0.001, -0.004, -0.450, -0.001, 0.008, -0.778, 0.038, -0.452, -0.001, -0.003, 0.092, 0.090, 0.099, 0.088, 0.097, 0.087, 0.088, 0.099, 0.094, 0.100, 0.089, 0.095]}